A 4-piece molecular cluster, C31H62N7 overall, computed with wB97M-V/def2-TZVPD.

XYZ file:
```
100
C31H62N7 (wB97M-V/def2-TZVPD)
C -7.140 -2.782 -1.022
C -6.392 -3.054 -2.331
C -6.983 -2.282 -3.521
C -6.900 -2.979 -4.882
C -5.528 -2.944 -5.580
C -4.431 -3.806 -4.920
C -3.178 -3.069 -4.406
C -3.386 -1.642 -3.884
C -2.515 -1.300 -2.668
C -1.139 -0.739 -3.081
C -0.009 -1.087 -2.092
C 0.321 0.063 -1.121
C 0.720 -0.407 0.284
C 2.219 -0.744 0.416
C 2.967 0.237 1.319
C 2.832 -0.105 2.792
N 3.747 -1.211 3.223
C 3.127 -2.168 4.161
C 4.200 -2.335 5.255
N 3.670 -2.720 6.534
N 4.838 -0.998 5.286
C 4.859 -0.774 3.894
N 5.903 -0.266 3.319
H -7.449 -1.746 -0.933
H -8.013 -3.429 -0.974
H -6.494 -3.056 -0.186
H -5.319 -2.882 -2.224
H -6.484 -4.119 -2.565
H -6.555 -1.278 -3.588
H -8.043 -2.142 -3.288
H -7.193 -4.025 -4.780
H -7.591 -2.457 -5.548
H -5.221 -1.912 -5.749
H -5.709 -3.365 -6.572
H -4.085 -4.523 -5.666
H -4.876 -4.415 -4.134
H -2.780 -3.661 -3.575
H -2.400 -3.098 -5.169
H -4.427 -1.430 -3.653
H -3.117 -0.945 -4.682
H -2.370 -2.177 -2.037
H -3.018 -0.524 -2.087
H -0.876 -1.125 -4.067
H -1.183 0.347 -3.168
H 0.898 -1.350 -2.640
H -0.297 -1.963 -1.512
H -0.574 0.683 -1.031
H 1.099 0.707 -1.539
H 0.413 0.349 1.011
H 0.133 -1.300 0.505
H 2.316 -1.753 0.822
H 2.676 -0.739 -0.572
H 2.566 1.242 1.174
H 4.024 0.298 1.047
H 3.040 0.785 3.395
H 1.808 -0.406 2.997
H 2.235 -1.783 4.659
H 2.907 -3.145 3.734
H 4.962 -3.047 4.918
H 4.421 -3.067 7.115
H 2.995 -3.465 6.424
H 4.212 -0.347 5.760
H 6.156 -0.443 2.360
H 6.530 0.325 3.864
C 5.859 4.403 2.742
C 4.746 3.533 2.175
C 3.690 4.345 1.416
C 3.040 5.311 2.302
N 2.524 6.048 3.013
H 5.480 5.125 3.466
H 6.604 3.792 3.245
H 6.358 4.956 1.943
H 4.263 2.980 2.986
H 5.177 2.794 1.495
H 2.921 3.691 1.003
H 4.147 4.884 0.585
C -8.819 2.651 -1.818
C -10.192 2.562 -1.163
C -10.266 1.479 -0.081
C -9.990 0.154 -0.639
N -9.783 -0.883 -1.083
H -8.563 1.723 -2.331
H -8.799 3.451 -2.558
H -8.043 2.857 -1.078
H -10.947 2.364 -1.925
H -10.442 3.522 -0.709
H -11.257 1.457 0.374
H -9.540 1.678 0.709
C 10.575 2.262 0.462
C 10.453 3.387 1.484
C 10.167 2.880 2.904
C 8.905 2.146 2.959
N 7.901 1.590 2.979
H 9.642 1.702 0.371
H 10.810 2.665 -0.521
H 11.366 1.564 0.738
H 9.662 4.075 1.179
H 11.380 3.960 1.508
H 10.102 3.712 3.606
H 10.962 2.215 3.244
```

Output
Total charge ... +1
F_max ... 1.12 eV/A
Calculated total energy ... -1601.4128 Eh
M ... 532.886 Da
Gap between HOMO and LUMO ... 7.981 eV
Lowest unoccupied orbital energy ... -3.4 eV



C9H22N3 as an isolated structure, computed with wB97M-V/def2-TZVPD.

XYZ file:
```
34
C9H22N3 (wB97M-V/def2-TZVPD)
C 1.453 -0.414 -0.393
C 0.259 0.432 -0.140
C 1.188 -1.871 -0.794
C 3.804 -1.202 0.172
C -0.040 2.790 -0.248
C -4.138 -0.129 1.012
C 2.488 -0.608 0.660
C 0.118 1.654 0.769
C -2.000 -0.664 -0.189
N 1.518 0.496 -1.513
N -0.913 0.033 -0.878
N -3.058 0.325 0.119
H 0.716 -2.111 -1.707
H 0.465 -2.376 -0.165
H 2.184 -2.471 -0.825
H 4.645 -0.958 0.967
H 3.973 -0.718 -0.687
H 3.728 -2.173 -0.125
H 0.294 3.863 0.079
H -1.178 2.807 -0.624
H 0.533 2.582 -1.091
H -3.645 -0.411 1.919
H -5.044 0.443 1.171
H -4.370 -1.068 0.699
H 2.607 0.250 1.244
H 2.172 -1.243 1.483
H -0.695 1.402 1.351
H 1.034 1.598 1.319
H -1.613 -1.142 0.662
H -2.274 -1.454 -0.984
H 2.204 1.204 -1.251
H -0.587 -0.583 -1.593
H -2.465 1.094 0.337
H -3.364 0.623 -0.757
```

Output
Total charge ... +1
F_max ... 5.28 eV/A
Calculated total energy ... -519.9636 Eh
M ... 172.296 Da
Gap between HOMO and LUMO ... 8.813 eV
Energy above the lowest of the compared OMol25 structures with the same formula, charge and spin ... 349.26 kJ/mol
Lowest unoccupied orbital energy ... -3.1 eV



A 2-piece molecular cluster, C9H9N3O2 overall, computed with wB97M-V/def2-TZVPD.

XYZ file:
```
23
C9H9N3O2 (wB97M-V/def2-TZVPD)
O -2.493 2.607 -0.499
C -2.720 1.462 -0.055
C -2.455 0.813 1.160
C -2.741 -0.444 1.433
N -3.303 -1.229 0.432
C -3.376 -0.768 -0.917
O -3.478 -1.574 -1.873
N -3.380 0.534 -0.949
H -2.276 1.326 2.038
H -2.795 -0.822 2.397
H -3.471 -2.292 0.555
H -3.267 0.745 -1.933
C 2.199 -0.104 0.502
C 3.044 -1.163 0.296
C 4.372 -1.003 -0.169
N 4.678 0.150 -0.696
C 3.829 1.158 -0.741
C 2.667 1.160 -0.128
H 1.281 -0.438 0.974
H 2.619 -2.270 0.259
H 4.943 -1.847 -0.565
H 4.230 1.991 -1.414
H 1.894 2.009 -0.107
```

Output
F_max ... 6.94 eV/A
Calculated total energy ... -663.0498 Eh
M ... 191.190 Da
Gap between HOMO and LUMO ... 9.411 eV
Energy above the lowest of the compared OMol25 structures with the same formula, charge and spin ... 313.57 kJ/mol
Lowest unoccupied orbital energy ... -0.1 eV